No. 1
A molecular structure, C39H43GeInN2PSeSi, computed with ωB97M-V with the def2-TZVPD basis set.

```
89
Properties=species:S:1:pos:R:3:forces:R:3
In -0.433 -0.670 0.081 0.7396 0.2462 1.5499
C -0.448 -4.074 5.018 -0.4323 0.6514 0.1889
Si -1.266 -2.353 5.008 -0.1678 -0.1472 -0.2428
C -3.170 -2.408 5.062 0.8192 -0.0988 0.1523
C -0.580 -1.228 6.370 -0.2015 -0.3614 -0.5295
C -0.872 -1.670 3.284 -0.1652 -0.3769 1.4975
C -0.600 -1.270 2.179 0.3165 0.8106 -2.5318
H -0.681 -4.580 5.950 -0.0443 -0.1182 0.1963
H 0.634 -4.005 4.951 0.1584 0.1140 -0.0406
H -0.801 -4.701 4.204 -0.1039 0.0251 -0.1391
H -3.489 -2.846 6.003 -0.0855 -0.0917 0.1871
H -3.595 -3.004 4.260 0.0325 -0.0994 -0.1706
H -3.596 -1.410 5.010 0.0251 0.1819 -0.0397
H -0.838 -1.636 7.344 -0.0793 -0.1326 0.1257
H -1.000 -0.227 6.320 -0.0811 0.1126 -0.0892
H 0.502 -1.145 6.333 0.1517 -0.0196 -0.0848
C -0.155 4.222 -2.130 0.5042 0.5308 0.2830
N -1.012 3.141 -2.536 -0.5075 -0.6800 0.2915
C -1.594 2.245 -1.725 -0.1713 -0.3887 -0.5316
Se -1.190 1.967 0.068 0.2314 -0.8366 0.5243
N -2.466 1.500 -2.444 0.2985 0.5247 0.2993
C -2.434 1.913 -3.762 0.3839 0.5362 -0.3461
C -3.112 1.479 -4.891 0.0662 0.0116 -0.0478
C -2.794 2.103 -6.084 -0.0474 -0.0323 0.0659
C -1.826 3.109 -6.152 0.0976 0.0718 0.0978
C -1.150 3.547 -5.029 -0.0569 0.0608 0.0324
C -1.483 2.947 -3.821 -0.5940 -0.5122 -0.5647
H -0.061 4.216 -1.045 0.0353 -0.0022 -0.1587
H -0.603 5.167 -2.441 0.0276 -0.0605 0.0113
H 0.834 4.128 -2.578 -0.0495 -0.0499 -0.0127
H -3.117 0.835 -2.043 0.1152 -0.0557 0.1000
H -3.844 0.689 -4.834 -0.0956 -0.0540 -0.0266
H -3.302 1.815 -6.992 -0.0631 -0.0877 -0.0425
H -1.596 3.561 -7.105 -0.0104 -0.0034 -0.0610
H -0.395 4.314 -5.102 0.0432 0.1233 0.0461
C 3.109 -2.733 -0.083 -0.5928 0.0364 0.0536
P 2.278 -1.199 -0.668 0.5099 0.1649 -0.1180
C 2.735 -1.192 -2.447 -0.4580 0.0894 0.3029
C 3.309 0.058 0.154 -0.5014 0.0170 0.0163
C 4.461 0.604 -0.405 -0.0999 -0.0914 -0.0646
C 5.240 1.472 0.343 0.0758 -0.0038 -0.0599
C 4.879 1.802 1.639 -0.1083 -0.0348 0.0086
C 3.727 1.267 2.195 0.0046 0.0054 0.0418
C 2.942 0.401 1.454 -0.1529 -0.1109 -0.0248
H 4.182 -2.609 -0.229 -0.0306 0.0892 -0.0241
H 2.768 -3.603 -0.642 -0.0445 -0.0476 -0.0174
H 2.905 -2.879 0.978 0.0198 -0.0098 -0.0049
H 3.797 -1.401 -2.566 0.0309 0.0156 0.0824
H 2.492 -0.233 -2.903 0.0191 0.0083 -0.0001
H 2.167 -1.971 -2.954 -0.0391 -0.0233 -0.0262
H 4.762 0.354 -1.410 0.0440 -0.0180 -0.1078
H 6.141 1.881 -0.085 0.0773 0.0588 -0.0635
H 5.492 2.478 2.214 0.0713 0.0546 0.0582
H 3.447 1.518 3.206 -0.0491 0.0301 0.0983
H 2.043 -0.031 1.892 0.0896 0.0742 0.0740
C -1.457 -5.920 1.736 0.0009 0.0144 -0.0525
C -0.345 -5.370 1.116 0.1854 0.0068 -0.0769
C -0.504 -4.358 0.190 0.1516 0.0625 -0.1860
C -1.779 -3.901 -0.130 0.0334 0.8464 -0.6858
C -2.891 -4.443 0.502 -0.3194 0.1547 -0.0022
C -2.728 -5.456 1.430 -0.1006 -0.0110 -0.0277
Ge -1.969 -2.425 -1.419 -0.4656 -0.5152 -0.4976
C -0.961 -2.527 -3.123 -0.4873 0.1225 0.9518
C -0.466 -3.742 -3.581 -0.0538 -0.1969 0.2174
C 0.187 -3.803 -4.801 0.0432 -0.1255 0.0013
C 0.361 -2.655 -5.557 -0.0017 0.0080 -0.0371
C -0.117 -1.436 -5.096 0.0006 0.0669 -0.0116
C -0.771 -1.374 -3.879 -0.1632 0.2518 0.1010
C -3.730 -1.510 -1.493 0.9338 -0.4384 0.0933
C -4.254 -0.918 -0.344 0.2538 -0.1574 0.2346
C -5.503 -0.322 -0.378 -0.0346 0.0414 0.0535
C -6.239 -0.326 -1.556 0.0800 0.0440 0.0192
C -5.717 -0.906 -2.703 -0.0447 -0.0172 -0.0700
C -4.462 -1.492 -2.678 0.2112 -0.0545 -0.1483
H -1.332 -6.717 2.452 0.0043 -0.0695 0.0893
H 0.644 -5.737 1.346 0.0780 -0.0368 0.0654
H 0.357 -3.918 -0.307 0.0567 -0.1062 0.0840
H -3.881 -4.081 0.253 -0.0482 -0.0357 0.0761
H -3.594 -5.891 1.906 -0.0641 -0.0380 0.0465
H -0.615 -4.638 -2.992 0.0473 -0.0797 -0.0532
H 0.547 -4.753 -5.166 0.0497 -0.0767 -0.0446
H 0.861 -2.711 -6.511 0.0639 -0.0066 -0.0945
H 0.009 -0.543 -5.690 0.0200 0.0826 -0.0437
H -1.154 -0.425 -3.518 0.0403 -0.0171 -0.0833
H -3.685 -0.954 0.583 -0.1326 0.0987 -0.0190
H -5.906 0.134 0.513 -0.0402 0.0164 0.0614
H -7.220 0.123 -1.576 -0.0942 0.0493 -0.0177
H -6.292 -0.918 -3.615 -0.0918 0.0101 -0.0984
H -4.052 -1.952 -3.570 -0.0672 0.0095 -0.0594
```
Forces are in eV/Å.

Calculated values
- energy relative to the best compared isomer or geometry (same formula, charge and spin) (kJ/mol) = 45.6
- charge = +2
- gap between HOMO and LUMO (spin up / spin down) (hartree) = 0.2807 / 0.1923
- HOMO level (spin up / spin down) (eV) = -13.432 / -13.823
- spin multiplicity = 2
- calculated total energy (eV) = -188310.1097


No. 2
A molecular structure, C39H43KN2O4P, computed with ωB97M-V with the def2-TZVPD basis set.

```
90
Properties=species:S:1:pos:R:3:forces:R:3
K -0.416 0.787 0.186 1.0044 0.2525 0.1291
C 3.082 3.383 -0.707 0.0130 -0.0562 -0.0232
C 3.226 2.255 -1.501 -0.0405 0.0231 0.0157
C 3.204 0.990 -0.924 -0.0554 -0.0231 -0.0453
C 3.053 0.840 0.452 0.0827 -0.1287 0.0816
C 2.898 1.981 1.239 -0.1189 -0.0433 -0.0267
C 2.912 3.241 0.664 -0.0200 0.0447 0.0095
P 3.137 -0.878 1.126 -0.0733 0.1136 -0.0063
C 4.921 -0.864 1.622 0.0335 -0.0767 0.0015
C 5.511 0.135 2.397 -0.0158 0.0228 -0.0047
C 6.852 0.075 2.738 0.0020 -0.0172 -0.0118
C 7.634 -0.993 2.311 0.0152 0.0044 0.0091
C 7.064 -1.995 1.544 -0.0144 0.0007 -0.0104
C 5.717 -1.926 1.204 0.0286 0.0009 0.0165
C 2.241 -0.727 2.713 -0.0063 0.0234 -0.1652
C 2.812 -1.123 3.923 -0.0049 -0.0112 0.0773
C 2.038 -1.130 5.078 -0.0344 0.0190 -0.0019
C 0.707 -0.746 4.988 0.1026 -0.0255 0.0151
C 0.176 -0.362 3.758 -0.1256 0.0744 -0.0700
C 0.893 -0.326 2.545 0.1136 -0.1167 0.2996
H 3.070 4.369 -1.154 -0.0050 0.0312 -0.0081
H 3.331 2.354 -2.575 0.0056 0.0027 -0.0096
H 3.265 0.105 -1.547 0.0198 -0.0039 0.0032
H 2.711 1.863 2.300 0.0305 0.0239 0.0187
H 2.754 4.117 1.281 -0.0005 0.0119 0.0052
H 4.907 0.966 2.739 0.0067 0.0084 0.0049
H 7.291 0.862 3.340 0.0080 0.0052 0.0069
H 8.683 -1.039 2.577 0.0049 0.0004 0.0021
H 7.664 -2.831 1.205 0.0105 -0.0033 0.0057
H 5.268 -2.708 0.601 0.0006 -0.0090 -0.0071
H 3.852 -1.429 3.982 0.0070 0.0004 -0.0319
H 2.468 -1.431 6.026 0.0017 -0.0023 -0.0048
H 0.084 -0.755 5.878 -0.0250 0.0025 0.0039
H -0.881 -0.084 3.755 -0.0159 0.0032 -0.0154
C -4.134 0.473 0.935 -0.0227 0.0091 0.0607
C -3.730 0.094 -0.504 -0.0143 0.0423 -0.0170
C -4.101 1.274 -1.429 0.0027 0.0483 -0.0318
C -4.559 -1.132 -0.934 -0.0107 -0.0490 -0.0176
O -2.390 -0.160 -0.568 -0.8837 -0.2878 -0.2533
H -5.196 0.722 1.039 -0.0351 -0.0176 -0.0189
H -3.551 1.339 1.259 0.0143 0.0246 -0.0125
H -3.900 -0.355 1.608 0.0160 -0.0108 -0.0057
H -5.155 1.565 -1.355 -0.0329 -0.0176 -0.0002
H -3.881 1.012 -2.466 0.0217 -0.0163 -0.0002
H -3.482 2.137 -1.164 0.0059 0.0111 0.0269
H -5.638 -0.945 -0.934 -0.0286 0.0389 0.0096
H -4.359 -1.962 -0.252 0.0267 -0.0136 -0.0021
H -4.257 -1.434 -1.940 0.0170 -0.0043 -0.0025
C -0.144 5.766 -4.464 0.0265 -0.0134 0.0300
O -0.759 5.760 -3.191 0.0021 0.0291 0.1045
C 0.017 6.102 -2.117 -0.0107 0.0019 -0.0063
C 1.295 6.623 -2.207 -0.0024 -0.0129 0.0435
C 1.981 6.962 -1.043 0.0026 -0.0327 -0.0432
C 1.392 6.775 0.192 -0.0192 -0.0125 0.0330
C 0.108 6.249 0.284 0.0547 0.0589 0.0421
C -0.586 5.917 -0.862 0.0087 -0.0709 -0.1549
N -1.921 5.480 -0.879 -0.0340 0.0008 0.0846
C -2.724 5.045 0.109 0.0078 0.0359 -0.1458
C -2.452 4.374 1.275 -0.0801 -0.1263 0.1511
C -3.553 4.192 2.200 0.1087 0.0499 -0.1522
C -3.429 3.437 3.306 0.1462 -0.1019 0.0318
C -2.181 2.764 3.569 -0.1979 0.0676 0.1462
C -1.128 2.854 2.736 0.0555 0.1767 -0.2977
C -1.205 3.627 1.493 -0.0241 -0.1595 0.2531
O -0.306 3.578 0.646 -0.0655 0.0510 -0.0189
H -0.893 5.408 -5.165 0.0035 0.0025 -0.0025
H 0.718 5.095 -4.477 -0.0020 0.0088 -0.0219
H 0.172 6.774 -4.747 -0.0142 -0.0040 -0.0218
H 1.765 6.760 -3.170 0.0123 0.0040 0.0090
H 2.985 7.359 -1.115 0.0070 0.0039 0.0004
H 1.928 7.025 1.098 0.0094 0.0035 -0.0020
H -0.350 6.106 1.251 -0.0376 0.0036 -0.0079
H -2.378 5.680 -1.755 -0.0430 -0.0075 0.0214
H -3.772 5.243 -0.099 0.0038 -0.0226 -0.0094
H -4.495 4.675 1.967 0.0028 0.0243 0.0085
H -4.266 3.296 3.977 0.0070 0.0123 0.0106
H -2.097 2.147 4.456 -0.0046 -0.0027 -0.0074
H -0.210 2.307 2.923 0.0119 -0.0163 -0.0423
C 1.060 -4.084 -0.556 0.0471 -0.0572 0.0686
N -0.155 -3.319 -0.690 0.0188 0.1538 0.0308
C -1.280 -3.664 0.149 -0.0422 -0.0672 0.0393
C -0.127 -2.092 -1.270 0.0100 0.0751 -0.0543
O 0.855 -1.611 -1.818 0.0773 0.0446 -0.1084
H 0.879 -5.131 -0.818 -0.0058 0.0040 -0.0089
H 1.442 -4.038 0.469 -0.0094 0.0160 0.0003
H 1.808 -3.658 -1.219 0.0028 -0.0047 0.0019
H -1.599 -4.692 -0.046 -0.0109 0.0151 -0.0063
H -2.101 -2.982 -0.064 -0.0125 0.0210 0.0161
H -1.028 -3.571 1.211 0.0379 -0.0100 -0.0053
H -1.087 -1.552 -1.199 -0.0596 -0.0515 -0.0083
```
Forces are in eV/Å.

Calculated values
- energy relative to the best compared isomer or geometry (same formula, charge and spin) (kJ/mol) = 0.0
- charge = -1
- gap between HOMO and LUMO (hartree) = 0.1973
- HOMO level (eV) = -3.746
- calculated total energy (eV) = -77924.7095